[1]
# C6H23N2O4

A 5-piece molecular cluster, C6H23N2O4 overall in a non-equilibrium geometry (ωB97M-V/def2-TZVPD, the OMol25 dataset).

HOMO-LUMO gap: 0.366 Eh
HOMO level: -12.6274 eV

Geometry as ORCA input:
```
! wB97M-V def2-TZVPD RIJCOSX def2/J DEFGRID3
* xyz 1 1
H -2.13099 0.80938 -1.15539
H -3.17106 0.70496 3.17390
H -1.77327 2.46706 -3.17013
H 4.75770 0.36560 -0.16357
C 0.66419 1.07281 0.39261
N 0.43145 -0.33282 0.83883
O -2.34397 1.11365 2.86196
H 1.30912 -0.60191 1.28581
O -1.95036 -1.79441 -1.56538
H 0.33144 -0.95160 0.03370
H -0.34379 2.98722 -2.38912
C -1.35914 1.55909 -1.22395
C -1.12510 2.22292 -2.34233
O -1.82597 -2.01362 1.06627
H -1.99725 1.16294 3.77039
H 0.38250 -3.98661 1.38935
N 2.73568 0.17062 -0.55303
H -0.47545 2.89945 0.19534
H -0.30235 -0.57370 1.51221
C 3.88992 1.01576 -0.30941
H 0.92803 0.35028 -1.56143
H 2.89415 -0.43635 -1.32633
H 4.21706 1.66584 -1.13363
H -2.33638 -1.90159 1.88177
H -1.52592 -2.58498 -1.93172
C 1.52365 0.96060 -0.88246
H 3.79955 1.66831 0.55816
O 0.80539 -3.84433 0.53300
H 1.73844 -3.96859 0.74765
H -2.27009 -1.44460 -2.41445
H -2.49647 -1.70588 0.43734
H -1.39741 1.56322 0.84714
C -0.64926 1.82867 0.09744
H 1.14650 1.63868 1.17538
H 1.71085 1.95841 -1.25990
*
```


[2]
# C23H45NO10

A 4-piece molecular cluster, C23H45NO10 overall in a non-equilibrium geometry (ωB97M-V/def2-TZVPD, the OMol25 dataset).

Structure (SMILES): CCCCCCC[C@H]1CCC(=O)N1.CCOC(=O)OC.CCOC(=O)OC.CCOC(=O)OC
HOMO-LUMO gap: 0.375 Eh
HOMO level: -9.6003 eV

Geometry as ORCA input:
```
! wB97M-V def2-TZVPD RIJCOSX def2/J DEFGRID3
* xyz 0 1
H -1.56124 1.17970 1.59073
H 0.18295 -6.21955 -2.75218
H 5.03018 2.12220 -1.42294
O -5.81055 1.96688 -2.57447
H 1.32944 1.17895 1.71032
H -4.64590 1.61943 2.67065
H 0.44170 -1.08779 1.86417
H -4.88910 2.59646 0.47889
N 1.87350 0.96422 2.57431
H 2.82700 -2.97071 -1.13580
H -9.39234 0.26765 -2.86195
O 2.59664 -5.54968 -1.52635
H 4.91104 2.11254 0.34617
H -2.29086 4.54949 1.21302
H -3.62364 4.92859 -0.07253
H -9.05379 1.21799 -4.33054
H -3.18644 2.72696 3.18427
H 6.27569 0.35367 -5.35735
O 1.76961 -4.89811 0.51615
H -4.84147 4.23672 -3.87293
H 8.04058 0.33867 -4.99986
H -3.44857 3.74217 -4.85602
H -3.61375 3.09712 -3.21196
H 1.87507 2.26985 5.61162
C 6.31862 0.67352 -0.44619
C 5.03432 1.47944 -0.53710
C 1.05520 0.30420 3.70297
H 3.66080 -2.11988 0.17754
H 3.84283 -4.62855 0.48435
C 2.92614 -4.07861 0.72847
C 6.80626 0.29409 -2.72557
H 1.21694 -7.58705 -2.20113
H -1.28495 -1.97849 4.46314
O 7.07086 1.46851 -2.92792
H 1.88519 -2.26712 0.17127
C -3.57257 1.99053 2.33462
H -3.01360 -0.06862 1.44398
O 6.42368 -0.24552 -1.54097
H 3.74355 2.01029 5.33293
O -4.91060 2.32056 -4.65595
C 7.11134 -0.24000 -4.97429
C -3.44728 4.38692 0.97367
C -2.49107 0.73899 2.14788
H 0.39497 1.20593 4.04987
O 6.81786 -0.69371 -3.65482
H -1.72454 0.83645 4.40486
H -1.67321 -1.96064 2.61892
O 0.57049 -6.26315 -0.71810
H 2.96198 -3.85173 1.79796
C 2.23956 0.13701 4.84464
H -3.17079 -0.31886 4.04931
H 0.99603 -1.96830 3.43697
C -1.18929 -1.30092 3.48840
C 2.54636 2.13203 3.28736
C -3.77897 2.75538 0.87484
O -6.43930 0.76015 -4.42618
H 4.16825 0.81525 -0.62329
H -4.08223 4.91227 1.81151
C 1.73737 -5.57441 -0.65960
H -8.41129 1.74241 -2.78049
C -4.16816 3.40570 -4.10437
C 0.36676 -1.03158 3.04831
H 3.14718 -0.38797 4.27387
C -2.12056 0.04282 3.61313
H -7.65231 -0.86447 -4.20509
C -8.63486 0.85803 -3.38526
H 7.23562 -1.11706 -5.61564
C -5.72311 1.70256 -3.76304
O 2.97140 3.30947 2.80609
C 2.82339 -2.78293 -0.05757
C 2.67750 1.74684 4.90901
C -7.38593 0.03043 -3.63522
H -0.52172 -7.57630 -1.85002
H 6.30713 0.07560 0.46974
H 1.86712 -0.35620 5.84429
H 7.20110 1.32247 -0.39690
H -6.93022 -0.30813 -2.69711
H -2.96028 2.31389 0.15989
C 0.36526 -6.94496 -1.95341
*
```


[3]
# C4H13N2O

A 2-piece molecular cluster, C4H13N2O overall in a non-equilibrium geometry (ωB97M-V/def2-TZVPD, the OMol25 dataset).

HOMO-LUMO gap (alpha / beta): 0.282 / 0.142 Eh
HOMO level (alpha / beta): -16.9902 / -16.9902 eV
⟨S²⟩: 0.756

Geometry as ORCA input:
```
! wB97M-V def2-TZVPD RIJCOSX def2/J DEFGRID3
* xyz 2 2
H 3.57455 0.98016 -0.43772
H -1.15067 0.75420 0.09838
H -0.50840 -0.74130 0.26691
H -4.15192 -1.46475 1.60914
H -1.87292 -0.43027 -0.72209
C -0.01918 0.13124 -1.70763
H 0.53220 0.44044 2.01290
C 3.10042 0.92774 0.52441
H 0.31279 -0.84277 -1.93606
N -0.95403 -0.13220 -0.40235
H 0.59996 1.95824 -0.91356
C 1.05214 1.03172 -1.02630
H -0.65378 0.67140 -2.38013
C 1.78705 0.56924 0.35182
N 1.03782 -0.23424 1.33711
H 1.87752 1.13931 -1.76766
H -4.81086 -2.51994 0.57857
H 3.68355 0.65598 1.27737
O -4.36674 -1.61043 0.64489
H 1.39273 -1.11177 1.75764
*
```